1.
The following is a quantum chemistry calculation of 7 unconnected molecules or ions with the total composition C34H31N7O10 at a distorted geometry, from OMol25.

multiplicity	2
total charge	+1
<S²>	0.770
frontier orbital gap (spin up / spin down)	5.08 / 1.38	eV
LUMO energy (spin up / spin down)	-5.92 / -9.62	eV

Each line ends with the Mulliken spin population.
Element x y z (Å)
C 4.9218 -0.2745 -3.6596  0.00
C 5.8457 0.4584 -2.8058  0.00
N 6.5621 1.0164 -2.0861  0.00
H 4.8891 0.2844 -4.5948  0.00
H 3.8877 -0.1653 -3.3327  0.00
H 5.1641 -1.3365 -3.6979  0.00
C -6.1238 -2.9802 2.8039  0.00
C -7.4175 -3.4050 3.1281  0.00
N -8.4998 -3.7098 3.3600  0.00
H -6.0383 -2.7849 1.7349  0.00
H -5.3206 -3.6864 3.0141  0.00
H -6.0185 -2.0326 3.3322  0.00
C 4.9252 5.6684 -0.0590  0.00
C 4.1372 4.9011 0.8202  0.00
C 3.5476 3.7529 0.3149  0.00
C 3.8155 3.3030 -0.9610  0.00
C 4.5926 4.0397 -1.8037  0.00
C 5.2568 5.2059 -1.3630  0.00
N 3.0172 2.1714 -1.4999  0.00
O 2.6722 1.2259 -0.7676  0.00
O 2.7077 2.1866 -2.7330  0.00
H 5.4700 6.5214 0.3178  0.00
H 3.8412 5.3045 1.7773  0.00
H 2.8782 3.1945 0.9524  0.00
H 4.8216 3.6311 -2.7768  0.00
H 5.8430 5.7913 -2.0560  0.00
C 0.4546 3.9769 -2.3068  0.00
C 1.2805 5.0443 -2.7284  0.00
C 1.6349 5.9925 -1.8616  0.00
C 1.0295 6.0175 -0.6046  0.00
C 0.3463 4.8673 -0.1619  0.00
C 0.0305 3.7992 -0.9566  0.00
N 1.3649 7.1223 0.3156  0.00
O 1.2939 6.8879 1.5017  0.00
O 1.6682 8.1497 -0.2201  0.00
H 0.1523 3.1461 -2.9271  0.00
H 1.6483 5.0966 -3.7425  0.00
H 2.3826 6.7332 -2.1038  0.00
H 0.0236 4.8049 0.8669  0.00
H -0.7046 3.0707 -0.6479  0.00
C 0.0720 -7.9615 -0.1038  0.00
C -0.3332 -9.3322 -0.0484  0.00
C 0.7145 -10.2771 -0.3120  0.00
C 2.0091 -9.8783 -0.6540  0.00
C 2.2429 -8.4808 -0.8571  0.00
C 1.2966 -7.5688 -0.5535  0.00
N 3.1683 -10.7441 -0.8902  0.00
O 4.2132 -10.2355 -0.4130  0.00
O 2.9595 -11.8402 -1.3322  0.00
H -0.5815 -7.1306 0.1175  0.00
H -1.3149 -9.6420 0.2782  0.00
H 0.3958 -11.2990 -0.4550  0.00
H 3.2178 -8.2064 -1.2321  0.00
H 1.5281 -6.5238 -0.4096  0.00
C -6.3003 3.7410 4.4622  0.24
C -6.4454 2.4280 4.0171  -0.04
C -5.5392 2.0702 2.9622  0.20
C -4.6157 2.9533 2.3614  0.26
C -4.4537 4.2374 2.9020  -0.01
C -5.3221 4.6349 3.8909  0.26
N -3.7966 2.5664 1.2200  -0.02
O -3.2652 1.4267 1.2158  0.05
O -3.7085 3.4153 0.3252  0.01
H -7.0143 4.1113 5.1830  0.00
H -7.0364 1.6262 4.4346  0.00
H -5.5500 1.0654 2.5662  0.04
H -3.6683 4.9715 2.7981  0.01
H -5.1539 5.6638 4.1728  0.00
C 0.9488 -1.6739 -1.3859  0.00
C 0.6232 -2.9527 -1.1554  0.00
C -0.5398 -3.2834 -0.4791  0.00
C -1.4604 -2.2159 -0.1852  0.00
C -1.1376 -0.8664 -0.4613  0.00
C 0.0834 -0.5608 -1.0609  0.00
N -2.6990 -2.5837 0.5272  0.00
O -3.0487 -3.7896 0.7202  0.00
O -3.3859 -1.6631 0.9460  0.00
H 1.9125 -1.5449 -1.8560  0.00
H 1.3145 -3.7573 -1.3583  0.00
H -0.7895 -4.3225 -0.3237  0.00
H -1.7889 -0.0620 -0.1531  0.00
H 0.2655 0.4943 -1.2026  0.00

2.
The following is a quantum chemistry calculation of a molecular structure, C34H32AsCuF3N4O2S2Sb, from OMol25.

multiplicity	2
total charge	-1
<S²>	0.756
frontier orbital gap (spin up / spin down)	7.38 / 6.78	eV
ΔE to the lowest compared entry with this formula, charge and spin	0.5712	eV
LUMO energy (spin up / spin down)	2.20 / 1.60	eV

Each line ends with the Mulliken spin population.
Element x y z (Å)
Cu 0.4557 1.6175 1.7951  0.50
S -1.0145 2.5685 3.1717  0.24
C -1.0407 1.0621 4.0423  -0.01
S -0.0150 -0.1148 3.3259  0.23
C -1.8169 0.8488 5.1597  -0.03
C -1.8178 -0.4207 5.8196  0.00
N -1.8189 -1.4433 6.3518  0.00
C -2.6700 1.8754 5.6749  0.00
N -3.3629 2.6996 6.0871  0.00
O 2.4315 2.2351 2.4189  0.00
N 3.3406 1.8009 1.6806  0.00
N 2.9314 1.1001 0.6795  0.01
O 1.6458 0.8951 0.3956  0.03
C 3.8928 0.5668 -0.2309  0.00
C 5.2452 0.5403 0.0911  0.00
C 6.1424 0.0129 -0.8221  0.00
C 5.7045 -0.4939 -2.0410  0.00
C 4.3517 -0.4677 -2.3412  0.00
C 3.4381 0.0636 -1.4396  0.00
H 5.5767 0.9207 1.0457  0.00
H 7.1957 -0.0108 -0.5724  0.00
H 6.4134 -0.9095 -2.7457  0.00
H 3.9940 -0.8669 -3.2826  0.00
H 2.3810 0.0937 -1.6576  0.00
C -0.5811 2.2716 -3.0582  0.00
C -0.2143 3.3610 -2.0576  0.02
As -0.8058 3.0054 -0.2205  0.02
C -0.4259 4.8101 0.4735  0.00
C 1.0271 4.9683 0.9120  0.00
C -2.7512 3.1473 -0.4199  0.01
C -3.2797 4.4535 -0.9992  0.00
H -0.2210 2.5195 -4.0594  0.00
H -1.6638 2.1355 -3.1241  0.00
H -0.1494 1.3125 -2.7724  0.00
H -0.6294 4.3249 -2.3590  0.00
H 0.8693 3.4805 -1.9976  0.00
H -1.1038 4.9896 1.3105  0.00
H -0.6742 5.5255 -0.3128  0.00
H 1.2590 4.3465 1.7763  0.00
H 1.2369 6.0053 1.1835  0.00
H 1.7234 4.6907 0.1163  0.00
H -3.1475 2.9699 0.5823  0.00
H -3.0653 2.2990 -1.0329  0.00
H -3.0528 5.3004 -0.3519  0.00
H -4.3650 4.4112 -1.1144  0.00
H -2.8567 4.6640 -1.9838  0.00
F -3.3856 -4.8815 -4.8936  0.00
C -2.7096 -4.1114 -4.0090  0.00
C -2.2899 -4.6805 -2.8223  0.00
C -1.5958 -3.8866 -1.9207  0.00
C -1.3219 -2.5441 -2.1908  0.00
C -1.7638 -2.0198 -3.4044  0.00
C -2.4644 -2.7947 -4.3261  0.00
Sb -0.2897 -1.2197 -0.8257  -0.01
C 1.1774 -2.6509 -0.2348  0.00
C 1.6003 -2.7419 1.0912  -0.02
C 2.5949 -3.6366 1.4673  0.00
C 3.1620 -4.4307 0.4932  0.00
F 4.1261 -5.3115 0.8478  0.00
C 2.7865 -4.3635 -0.8321  0.00
C 1.7889 -3.4644 -1.1874  0.00
C -1.6784 -1.5507 0.7613  -0.01
C -1.7703 -2.7295 1.4950  0.01
C -2.7165 -2.8725 2.5010  0.00
C -3.5704 -1.8192 2.7546  0.00
F -4.4935 -1.9551 3.7272  0.00
C -3.5126 -0.6322 2.0552  0.00
C -2.5595 -0.5108 1.0545  0.00
H -2.5094 -5.7204 -2.6178  0.00
H -1.2642 -4.3307 -0.9888  0.00
H -1.5668 -0.9802 -3.6474  0.00
H -2.8121 -2.3930 -5.2690  0.00
H 1.1563 -2.1089 1.8516  0.01
H 2.9260 -3.7184 2.4941  0.00
H 3.2669 -5.0033 -1.5606  0.00
H 1.4867 -3.4085 -2.2280  0.00
H -1.0721 -3.5406 1.3217  0.00
H -2.7830 -3.7709 3.0997  0.00
H -4.1790 0.1803 2.3138  0.00
H -2.4762 0.4364 0.5321  0.00

3.
The following is a quantum chemistry calculation of a molecular structure, C34H32BiClF6N3O2Te, from OMol25.

total charge	-1
frontier orbital gap	6.96	eV
ΔE to the lowest compared entry with this formula, charge and spin	1.1465	eV
LUMO energy	1.68	eV

Each line ends with the Mulliken charge.
Element x y z (Å)
Bi -0.3058 -0.9361 -0.2131  2.47
Cl 5.0777 -2.4194 5.4724  -0.27
C 3.7322 -2.1102 4.3969  0.06
C 2.4847 -1.7564 4.9271  -0.61
C 1.4290 -1.5225 4.0900  -0.40
C 1.5352 -1.6105 2.6682  -0.14
O 0.4956 -1.4401 1.9515  -0.61
C 2.8286 -1.9599 2.1535  0.75
C 3.1732 -2.0743 0.7561  -0.58
N 2.4711 -1.7501 -0.2679  0.19
C 3.0747 -1.8096 -1.5294  0.23
C 4.4203 -1.6224 -1.7533  -0.51
C 4.9743 -1.7290 -3.0446  -0.85
C 4.1877 -2.0070 -4.1229  -0.78
C 2.7903 -2.1444 -3.9504  0.84
C 1.9046 -2.3941 -5.0226  -0.71
C 0.5652 -2.4744 -4.7894  -1.10
C 0.0890 -2.2770 -3.4769  -0.49
N 0.8842 -2.0566 -2.4616  0.38
C 2.2249 -2.0109 -2.6625  -0.31
C 3.8888 -2.2182 3.0458  -1.20
H 2.3624 -1.6813 6.0002  0.40
H 0.4544 -1.2793 4.4896  0.51
H 4.1778 -2.4889 0.5953  0.48
H 5.0701 -1.3710 -0.9257  0.59
H 6.0399 -1.5851 -3.1707  0.37
H 4.6097 -2.1000 -5.1159  0.37
H 2.3094 -2.5119 -6.0212  0.40
H -0.1398 -2.6594 -5.5877  0.41
H -0.9728 -2.2681 -3.2610  0.59
H 4.8557 -2.4985 2.6431  0.38
F -4.0093 1.2157 0.9603  -0.45
Te -3.1386 0.9045 -0.7139  1.50
F -4.5257 -0.2637 -1.1415  -0.36
F -1.6473 -0.5523 -1.9721  -0.78
F -3.1238 1.1683 -2.5991  -0.40
F -4.3409 2.3865 -0.9857  -0.47
O -2.3061 -0.3652 0.3819  -0.81
C -3.6036 5.4709 2.6648  -1.65
C -2.6154 4.3702 2.3783  0.48
C -1.7642 3.8935 3.3687  -0.92
C -0.8727 2.8581 3.1182  0.43
C 0.0342 2.3227 4.1920  -1.36
C -0.8326 2.3089 1.8414  0.17
C -1.6638 2.7772 0.8373  -0.28
C -2.5618 3.8000 1.1146  -0.25
N -1.5674 2.1678 -0.4726  1.03
C -0.9980 3.0190 -1.5673  1.61
C -1.9946 3.9494 -2.2670  -1.65
C 0.1072 3.8804 -0.9402  -1.82
C -0.3281 2.1124 -2.6012  -1.54
H -3.7184 5.6296 3.7371  0.37
H -4.5810 5.2261 2.2480  0.36
H -3.2817 6.4146 2.2188  0.31
H -1.8165 4.3213 4.3653  0.31
H -0.3028 2.6245 5.1842  0.38
H 1.0589 2.6721 4.0613  0.31
H 0.0577 1.2350 4.1507  0.14
H -0.1470 1.4944 1.6304  0.26
H -3.2730 4.1015 0.3585  0.31
H -2.6197 4.4815 -1.5522  0.17
H -2.6435 3.3965 -2.9433  0.29
H -1.4356 4.6919 -2.8416  0.50
H -0.3085 4.6808 -0.3290  0.43
H 0.7022 4.3242 -1.7402  0.51
H 0.7627 3.2730 -0.3146  0.25
H -1.0272 1.3944 -3.0153  0.32
H 0.5000 1.5664 -2.1415  0.14
H 0.0756 2.7262 -3.4105  0.54
F -2.2957 -6.9788 -0.0050  -0.36
C -1.8807 -5.6851 -0.0563  0.35
C -0.5394 -5.4287 -0.2526  -0.77
C -0.1295 -4.1029 -0.3052  -0.07
C -1.0386 -3.0545 -0.1663  0.03
C -2.3805 -3.3587 0.0375  -0.30
C -2.8113 -4.6807 0.0900  -0.61
H 0.1575 -6.2501 -0.3576  0.46
H 0.9220 -3.8890 -0.4547  0.21
H -3.0929 -2.5519 0.1506  0.37
H -3.8526 -4.9315 0.2433  0.45